1.
Density functional theory data (the ωB97M-V functional and the def2-TZVPD basis) for a structure of composition C6H19BrNaO9P2 in a non-equilibrium geometry.

Calculated values
total charge	-1
Kohn-Sham gap	6.86	eV
energy relative to the best compared isomer or geometry (same formula, charge and spin)	0.0	kJ/mol
total energy	-4336.50898	a.u.
molar mass	400.051	g mol⁻¹
HOMO level	-4.5564	eV

Positions of all 38 atoms, in Å:
Na1 -0.04494 0.32406 0.49751
Br1 -2.27674 0.68108 2.34197
O1 -0.69738 -0.00679 -1.65011
H1 -1.39096 0.41355 -1.12678
C1 0.27500 -2.94832 -1.28758
O2 -0.26245 -4.25105 -0.99208
P1 -0.35890 -4.67237 0.54235
O3 0.78150 -4.32019 1.39432
O4 -1.78769 -4.17571 1.02338
C2 -1.89634 -2.95439 1.76498
O5 -0.56529 -6.25055 0.32669
C3 -0.49866 -7.16417 1.40186
H2 0.48307 -2.41667 -0.35661
H3 -0.50003 -2.38856 -1.80263
H4 1.21861 -2.96678 -1.82922
H5 -0.96130 -2.62951 2.22415
H6 -2.60568 -3.09605 2.57895
H7 -2.24683 -2.13002 1.14381
H8 0.19368 -7.96399 1.14598
H9 -1.49796 -7.54975 1.60851
H10 -0.13084 -6.69430 2.31910
C4 2.84144 5.41066 -1.29537
O6 2.56140 4.17216 -0.66794
P2 1.07805 3.82177 -0.16548
O7 0.97522 2.60309 0.64158
O8 0.63704 5.13518 0.58584
C5 -0.57719 5.15815 1.35347
O9 0.20404 3.87487 -1.49304
C6 0.25953 2.77502 -2.41296
H11 3.83616 5.74085 -1.00781
H12 2.11263 6.18411 -1.05224
H13 2.80937 5.27925 -2.38023
H14 -1.27474 5.82251 0.83971
H15 -0.40393 5.61156 2.32832
H16 -0.97505 4.15186 1.47331
H17 0.62121 3.06354 -3.40346
H18 -0.76148 2.42970 -2.57148
H19 0.82644 1.92621 -2.04078

Charge distribution, natural (NBO) scheme, values in e: 0.93, -0.96, -1.35, 0.39, -0.26, -0.82, 2.57, -1.12, -0.82, -0.27, -0.81, -0.24, 0.17, 0.25, 0.18, 0.20, 0.19, 0.22, 0.18, 0.18, 0.19, -0.25, -0.81, 2.60, -1.12, -0.83, -0.25, -0.83, -0.27, 0.19, 0.19, 0.18, 0.18, 0.19, 0.23, 0.16, 0.22, 0.23

---

2.
Density functional theory data (the ωB97M-V functional and the def2-TZVPD basis) for a structure of composition C6H14O in a non-equilibrium geometry.

Calculated values
total charge	0
Kohn-Sham gap	6.67	eV
energy relative to the best compared isomer or geometry (same formula, charge and spin)	656.6	kJ/mol
total energy	-312.00494	a.u.
molar mass	102.177	g mol⁻¹
HOMO level	-7.6227	eV

Positions of all 21 atoms, in Å:
C1 1.81361 -0.97742 0.43914
C2 1.70005 0.55270 0.18859
C3 0.39451 1.36850 0.41084
C4 -0.81905 0.53094 0.03541
C5 -0.94947 0.49664 -1.45200
C6 -1.97349 0.15186 0.83588
H1 0.86572 -1.49456 -0.09223
H2 2.74027 -1.49612 0.20143
H3 1.66184 -1.19365 1.53197
H4 1.82786 0.46369 -0.92260
H5 2.65536 1.05771 0.63056
H6 0.36779 2.32219 -0.31752
H7 0.35344 1.83064 1.41899
H8 -2.01977 0.66307 -1.73982
H9 -0.15398 1.05295 -2.02630
H10 -2.26730 0.99518 1.57102
H11 -1.84253 -0.73911 1.46127
H12 -2.85561 -0.37130 0.17604
H13 -0.52900 -0.53728 -0.70921
H14 -0.39350 -2.54806 -1.24231
O1 -0.57676 -2.12858 -0.39914

Charge distribution, natural (NBO) scheme, values in e: -0.71, -0.41, -0.45, 0.14, -0.42, -0.70, 0.30, 0.22, 0.18, 0.19, 0.22, 0.22, 0.24, 0.25, 0.24, 0.26, 0.30, 0.26, 0.41, 0.44, -1.17

---

3.
Density functional theory data (the ωB97M-V functional and the def2-TZVPD basis) for a cluster of 10 separate species, C42H79N2O39S10 in total in a non-equilibrium geometry.

Calculated values
total charge	-1
Kohn-Sham gap	6.28	eV
total energy	-8673.33818	a.u.
molar mass	1556.739	g mol⁻¹
HOMO level	-5.1918	eV

Positions of all 172 atoms, in Å:
C1 6.49874 -2.30410 2.12260
C2 5.31335 -1.87325 1.70751
C3 5.10074 -1.38769 0.29566
C4 4.74143 -2.42697 -0.78465
N1 5.37102 -1.89447 -2.08053
C5 4.78935 -0.99273 -2.61404
O1 4.33726 -0.12645 -3.24853
C6 5.51134 -3.75530 -0.44068
O2 6.60212 -3.94137 -1.01824
O3 4.94919 -4.47051 0.39835
N2 3.32678 -2.59408 -1.07388
C7 3.01484 -3.81400 -1.80772
C8 1.78451 -3.66762 -2.73397
C9 0.56966 -4.41846 -2.17210
C10 -0.49036 -4.74652 -3.23881
C11 -1.33502 -5.99835 -2.93976
C12 -1.55496 -6.28837 -1.45580
C13 -2.63050 -7.35992 -1.19919
C14 -3.73198 -6.83870 -0.26296
C15 -3.21382 -6.46703 1.12509
C16 -4.18496 -5.54317 1.87456
C17 -4.44647 -4.20767 1.16004
C18 -5.95397 -3.91499 1.01552
C19 -6.31500 -2.42670 1.10240
C20 -6.36306 -1.81680 -0.29969
C21 -6.48192 -0.28316 -0.28397
C22 2.36666 -2.28027 -0.06081
S1 2.25792 -3.45656 1.36620
C23 0.76043 -2.78970 2.14089
C24 -0.51421 -3.18486 1.38617
H1 6.77841 -2.22075 3.16630
H2 7.20487 -2.79298 1.46806
H3 4.47893 -1.85875 2.39904
H4 4.42951 -0.52629 0.31204
H5 6.06090 -1.00041 -0.03507
H6 3.86465 -4.08366 -2.43175
H7 2.88897 -4.65209 -1.11900
H8 2.04566 -4.07775 -3.70693
H9 1.53526 -2.60835 -2.78633
H10 0.90649 -5.35681 -1.73846
H11 0.08585 -3.80099 -1.41848
H12 -1.17685 -3.90717 -3.36255
H13 0.01741 -4.88459 -4.19485
H14 -0.90234 -6.87600 -3.42496
H15 -2.32494 -5.87503 -3.39102
H16 -0.61495 -6.66067 -1.04761
H17 -1.75296 -5.36775 -0.90635
H18 -3.06570 -7.67861 -2.14612
H19 -2.17476 -8.20945 -0.68775
H20 -4.49305 -7.61079 -0.15407
H21 -4.18734 -5.97504 -0.75255
H22 -3.11204 -7.37773 1.72107
H23 -2.23070 -5.99700 1.10284
H24 -5.10882 -6.10130 2.03730
H25 -3.77258 -5.34177 2.86464
H26 -3.96213 -4.20141 0.18550
H27 -4.00132 -3.39426 1.73242
H28 -6.49956 -4.46471 1.77890
H29 -6.24850 -4.24202 0.01780
H30 -7.30227 -2.29356 1.55192
H31 -5.62110 -1.85741 1.72366
H32 -5.45469 -2.12123 -0.82284
H33 -7.20472 -2.26803 -0.81849
H34 -6.81573 0.03950 0.70088
H35 -5.51041 0.16651 -0.47685
H36 -7.18345 0.07147 -1.03516
H37 1.38355 -2.33639 -0.52962
H38 2.45034 -1.25384 0.28996
H39 0.72070 -3.24524 3.12899
H40 0.84680 -1.71175 2.26740
H41 -0.65452 -2.52668 0.52923
H42 -0.39333 -4.19350 0.99296
H43 -1.39401 -3.16751 2.02746
C25 1.46026 2.11779 3.17062
C26 0.37331 2.55578 4.12537
O4 -0.81004 2.64630 3.30615
S2 -0.74474 1.53869 2.15770
O5 -1.49188 0.40303 2.56394
O6 -0.97642 2.17446 0.91164
O7 0.80554 1.18166 2.29374
H44 1.83046 2.95014 2.57319
H45 2.29303 1.63731 3.67510
H46 0.58706 3.51000 4.58690
H47 0.19341 1.80515 4.89858
C27 2.36283 7.63032 2.40231
C28 3.27704 6.58846 1.80817
O8 3.97011 6.04013 2.94595
S3 3.00540 6.04465 4.21271
O9 2.41674 4.75552 4.34867
O10 3.68696 6.64822 5.29839
O11 1.90084 7.03478 3.64241
H48 2.90103 8.54098 2.64039
H49 1.52149 7.85741 1.75947
H50 3.98696 7.00714 1.10201
H51 2.71670 5.78423 1.32680
C29 5.60941 2.20357 -1.36423
C30 5.16778 3.57664 -1.81660
O12 5.14002 4.35467 -0.60972
S4 6.29281 3.84720 0.38125
O13 7.42715 4.68901 0.24190
O14 5.70728 3.60908 1.64843
O15 6.59784 2.46446 -0.35094
H52 4.78472 1.64962 -0.91475
H53 6.03856 1.61892 -2.17130
H54 4.18618 3.56894 -2.28055
H55 5.89155 4.02675 -2.49962
C31 -5.15479 -12.06996 -0.35823
C32 -6.20513 -12.06778 -1.44989
O16 -7.14092 -11.06175 -1.03663
S5 -6.36354 -9.89551 -0.25836
O17 -6.12168 -8.84162 -1.17436
O18 -7.01806 -9.67405 0.97603
O19 -5.00055 -10.68745 -0.01056
H56 -5.49480 -12.61282 0.52552
H57 -4.20274 -12.47355 -0.69051
H58 -6.71085 -13.02332 -1.55233
H59 -5.78125 -11.77173 -2.41169
C33 -2.42838 9.66624 0.20608
C34 -1.90497 10.97062 0.76362
O20 -0.48167 10.78056 0.83092
S6 -0.00786 9.84474 -0.37179
O21 0.47904 10.64500 -1.43528
O22 0.77722 8.79560 0.17256
O23 -1.44323 9.28577 -0.77616
H60 -2.46852 8.89148 0.97430
H61 -3.40504 9.77462 -0.25891
H62 -2.29393 11.19312 1.75257
H63 -2.10979 11.80773 0.09215
C35 6.46828 10.72440 1.87001
C36 6.52513 11.45149 0.54257
O24 5.22127 11.25137 -0.02171
S7 4.12919 11.19980 1.14417
O25 3.51986 12.47002 1.28444
O26 3.35686 10.02244 0.97596
O27 5.14640 10.99111 2.36053
H64 6.58134 9.64612 1.74441
H65 7.20476 11.08646 2.58126
H66 7.28174 11.05135 -0.12560
H67 6.68345 12.52344 0.67678
C37 10.10023 -5.10407 0.02580
C38 9.78798 -3.63045 0.09228
O28 10.20133 -3.24112 1.41758
S8 11.45961 -4.10096 1.86702
O29 12.65272 -3.36551 1.63445
O30 11.19331 -4.67070 3.13820
O31 11.34786 -5.23335 0.74341
H68 9.34092 -5.69657 0.53687
H69 10.21564 -5.46275 -0.99204
H70 8.72855 -3.42147 -0.05733
H71 10.37965 -3.05873 -0.62564
C39 -7.26591 12.02630 -2.61682
C40 -5.79308 12.30473 -2.83386
O32 -5.27548 12.48477 -1.50566
S9 -6.07055 11.54890 -0.48488
O33 -5.32559 10.35592 -0.27744
O34 -6.50659 12.33829 0.60424
O35 -7.30063 11.20559 -1.43900
H72 -7.82483 12.94190 -2.41673
H73 -7.72008 11.49551 -3.44823
H74 -5.61246 13.19743 -3.42461
H75 -5.28506 11.45375 -3.29110
C41 -7.19455 -5.86942 -2.52067
C42 -8.10101 -6.08766 -3.71438
O36 -9.15706 -5.13058 -3.53643
S10 -8.57684 -3.81221 -2.83389
O37 -8.29422 -2.83852 -3.82398
O38 -9.39083 -3.51423 -1.71359
O39 -7.19620 -4.44579 -2.33970
H76 -7.59340 -6.33516 -1.61795
H77 -6.17996 -6.21952 -2.68862
H78 -8.51494 -7.09096 -3.75093
H79 -7.58947 -5.86666 -4.65351

Results of the Mulliken charge analysis, in e, for atoms 1 through 99: -0.72, -0.54, -1.07, 2.15, -0.71, 0.57, -0.58, -0.13, -0.80, -0.62, 0.44, -1.11, -1.25, 0.49, -0.97, -0.90, 0.51, -1.27, 1.14, -0.59, -1.28, 0.03, -0.23, -1.08, 0.53, -1.36, -1.47, -0.17, -0.24, -0.78, 0.30, -0.10, 0.33, 0.13, 0.68, 0.74, 0.57, 0.48, 0.31, 0.28, -0.38, 0.33, 0.38, 0.30, 0.33, 0.28, -0.23, 0.39, 0.39, -0.56, -0.19, 0.41, 0.17, 0.49, 0.34, 0.18, 0.43, 0.69, -0.58, 0.35, 0.45, 0.36, -0.40, 0.35, 0.29, 0.38, 0.65, 0.65, 0.48, -0.21, 0.24, 0.16, 0.48, -0.16, -0.32, -0.35, 1.05, -0.53, -0.58, -0.25, 0.17, 0.38, 0.29, 0.30, 0.07, -0.42, -0.20, 0.95, -0.45, -0.59, -0.30, 0.22, 0.15, 0.37, 0.26, -0.09, -0.30, -0.28, 1.08

---

4.
Density functional theory data (the ωB97M-V functional and the def2-TZVPD basis) for a cluster of 6 separate species, C35H77F13N6O7PS in total in a non-equilibrium geometry.

Calculated values
total charge	-1
Kohn-Sham gap	6.55	eV
total energy	-4272.70452	a.u.
molar mass	1004.051	g mol⁻¹
HOMO level	-4.5801	eV

Positions of all 140 atoms, in Å:
C1 0.08427 6.41867 -0.42995
C2 -1.31428 6.05163 -0.83282
O1 -1.62016 5.32657 -1.73978
O2 -2.24153 6.71989 -0.09688
C3 -3.50299 6.06776 0.18599
C4 -3.51251 5.53078 1.60922
C5 -2.79581 4.18032 1.81732
C6 -3.70399 3.05134 2.35553
C7 -3.08755 2.14351 3.42937
P1 -2.45955 0.38163 3.03308
N1 -3.97588 0.00187 2.09871
S1 -1.50290 1.08366 0.99797
C8 -1.71871 -1.39288 2.70849
C9 -0.19891 -1.43925 2.83246
C10 0.57405 -2.23943 1.81871
F1 1.91110 -2.17815 2.11743
F2 0.45874 -1.75950 0.54999
C11 0.23789 -3.78405 1.75900
F3 1.37864 -4.51208 1.70457
F4 -0.37966 -4.14168 2.89633
C12 -0.66049 -4.31158 0.56611
F5 -1.53969 -3.39317 0.15153
F6 -1.36488 -5.36589 1.04390
C13 0.04242 -4.90262 -0.70980
F7 -0.95835 -5.28778 -1.52418
F8 0.72461 -5.99984 -0.34525
C14 0.97792 -3.98945 -1.56017
F9 1.98589 -3.52532 -0.80292
F10 0.25218 -2.97345 -2.03695
C15 1.63701 -4.68709 -2.78384
F11 0.72929 -5.08979 -3.66567
F12 2.36091 -5.74121 -2.42349
F13 2.44526 -3.81658 -3.38076
H1 0.78424 5.86941 -1.06600
H2 0.24171 6.14570 0.61825
H3 0.24120 7.49865 -0.53276
H4 -4.27377 6.83596 0.05197
H5 -3.67125 5.27965 -0.55806
H6 -4.55955 5.48054 1.93789
H7 -3.01833 6.29727 2.22715
H8 -2.35667 3.85165 0.86465
H9 -1.95373 4.31199 2.50930
H10 -4.60741 3.51926 2.77996
H11 -4.04902 2.43154 1.52005
H12 -3.83611 1.96824 4.21445
H13 -2.23651 2.66033 3.90387
H14 -1.20735 0.67720 3.73956
H15 -3.08498 -0.11659 4.24617
H16 -3.79198 -0.06980 1.09883
H17 -4.25038 -0.93606 2.38832
H18 -0.32744 1.55713 1.42867
H19 -2.06333 -1.75682 1.73880
H20 -2.17381 -2.02440 3.48496
H21 0.11197 -1.83180 3.80988
H22 0.21016 -0.41631 2.75635
C16 0.55235 -10.75028 1.35595
C17 0.72907 -9.25429 1.11238
C18 2.04914 -8.68350 1.63697
O3 2.10864 -8.53110 3.04674
C19 2.44084 -9.68571 3.78044
N2 -0.44453 -8.54911 1.62912
H23 0.25937 -10.94972 2.38793
H24 -0.23826 -11.13908 0.71477
H25 1.47094 -11.30223 1.14469
H26 0.75098 -9.09439 0.02906
H27 2.16869 -7.67383 1.23793
H28 2.90226 -9.28108 1.28790
H29 3.16399 -10.30808 3.23906
H30 1.57272 -10.30117 4.03247
H31 2.89767 -9.35080 4.71306
H32 -0.40199 -7.57191 1.35648
H33 -0.38403 -8.53679 2.64404
C20 -6.13310 11.96582 -0.21641
C21 -7.05742 10.77445 0.01152
C22 -6.59322 9.82676 1.12757
O4 -5.52697 8.97066 0.78382
C23 -4.23545 9.54649 0.78749
N3 -7.27407 10.10032 -1.27043
H34 -5.25178 11.66560 -0.78127
H35 -6.65125 12.73295 -0.79241
H36 -5.80472 12.40403 0.72830
H37 -8.02687 11.16414 0.34297
H38 -7.42136 9.15796 1.37647
H39 -6.34492 10.40202 2.03139
H40 -4.11052 10.27401 1.59718
H41 -4.01310 10.02802 -0.16717
H42 -3.51858 8.73918 0.92909
H43 -7.97938 9.37782 -1.16540
H44 -6.41532 9.61604 -1.52538
C24 6.36492 -2.99001 -6.40528
C25 5.45684 -3.05447 -5.18150
C26 5.66747 -1.91539 -4.17928
O5 6.84859 -2.01850 -3.40575
C27 8.02396 -1.53640 -4.01790
N4 5.56864 -4.37873 -4.56755
H45 7.36994 -3.34311 -6.16980
H46 5.97214 -3.63307 -7.19235
H47 6.44010 -1.97281 -6.79465
H48 4.42325 -2.95225 -5.52935
H49 4.84716 -1.93839 -3.45833
H50 5.63954 -0.94207 -4.68861
H51 7.81553 -0.65326 -4.63212
H52 8.50971 -2.28903 -4.64517
H53 8.71135 -1.25407 -3.22087
H54 4.86003 -4.47121 -3.84641
H55 6.45632 -4.42835 -4.07466
C28 -3.69026 8.63405 -5.10933
C29 -3.67567 7.99699 -3.72295
C30 -4.93576 8.25760 -2.89048
O6 -5.07133 9.57444 -2.37347
C31 -5.61957 10.52431 -3.26460
N5 -2.44067 8.35884 -3.02863
H56 -3.45657 9.69827 -5.05827
H57 -2.93135 8.16615 -5.73569
H58 -4.66066 8.51752 -5.59607
H59 -3.64115 6.91030 -3.85516
H60 -4.89992 7.60600 -2.01308
H61 -5.83630 8.00095 -3.46564
H62 -6.38986 10.06979 -3.89623
H63 -4.86112 10.97739 -3.90712
H64 -6.08195 11.30684 -2.66412
H65 -2.39804 7.80410 -2.18031
H66 -2.50909 9.32555 -2.71992
C32 6.35741 -7.28146 2.18200
C33 5.70753 -8.57851 2.65120
C34 6.34712 -9.18972 3.90063
O7 7.59638 -9.82181 3.68773
C35 8.71580 -8.96148 3.66624
N6 5.65107 -9.52021 1.52923
H67 7.28721 -7.47407 1.64426
H68 5.68872 -6.75967 1.49849
H69 6.57435 -6.61819 3.02112
H70 4.67567 -8.34328 2.93073
H71 5.68742 -9.97876 4.27157
H72 6.44092 -8.43323 4.69207
H73 8.59824 -8.14402 4.38571
H74 8.89277 -8.53052 2.67753
H75 9.58541 -9.55493 3.94748
H76 5.09994 -10.33265 1.78915
H77 6.58795 -9.87824 1.36366

Results of the Mulliken charge analysis, in e, for atoms 1 through 99: -1.35, 1.02, -0.53, -0.17, -0.35, -0.87, -0.19, -0.40, -1.22, -0.01, -0.85, -0.55, -0.59, -1.13, 0.75, -0.38, -0.22, 0.71, -0.27, -0.35, 0.47, -0.27, -0.34, 0.62, -0.32, -0.12, 0.74, -0.30, -0.29, 0.53, -0.26, -0.25, -0.26, 0.40, 0.29, 0.28, 0.02, 0.55, 0.47, 0.16, 0.19, 0.29, 0.45, 0.18, 0.43, 0.38, 0.01, -0.07, 0.23, 0.33, 0.05, 0.32, 0.34, 0.21, 0.56, -1.56, 0.47, -0.04, -0.44, -0.69, -0.69, 0.31, 0.38, 0.32, 0.37, -0.04, 0.29, 0.26, 0.28, 0.28, 0.12, 0.34, -1.50, 0.60, -0.90, -0.23, -0.33, -0.57, 0.25, 0.32, 0.40, 0.43, 0.32, 0.43, 0.45, 0.00, 0.04, 0.27, 0.18, -1.55, 0.57, -0.60, -0.40, -0.64, -0.69, 0.29, 0.36, 0.35, 0.34